1.
{"formula": "C40H80O27", "method": "ωB97M-V with the def2-TZVPD basis set", "largest_force_ev_per_a": 1.929, "spin_multiplicity": 1, "charge": 0, "gap_ev": 10.8, "e_above_lowest_ev": 0.000, "smiles": "CCOC(=O)OC.CCOC(=O)OC.CCOC(=O)OC.CCOC(=O)OC.CCOC(=O)OC.CCOC(=O)OC.CCOC(=O)OC.CCOC(C)=O.CCOC(C)=O.CCOC(C)=O", "elements": ["C", "C", "O", "C", "O", "O", "C", "H", "H", "H", "H", "H", "H", "H", "H", "C", "C", "O", "C", "O", "O", "C", "H", "H", "H", "H", "H", "H", "H", "H", "C", "C", "O", "C", "O", "O", "C", "H", "H", "H", "H", "H", "H", "H", "H", "C", "C", "O", "C", "O", "O", "C", "H", "H", "H", "H", "H", "H", "H", "H", "C", "C", "O", "C", "O", "O", "C", "H", "H", "H", "H", "H", "H", "H", "H", "C", "C", "O", "C", "O", "O", "C", "H", "H", "H", "H", "H", "H", "H", "H", "C", "C", "O", "C", "O", "O", "C", "H", "H", "H", "H", "H", "H", "H", "H", "O", "C", "O", "C", "C", "C", "H", "H", "H", "H", "H", "H", "H", "H", "O", "C", "O", "C", "C", "C", "H", "H", "H", "H", "H", "H", "H", "H", "O", "C", "O", "C", "C", "C", "H", "H", "H", "H", "H", "H", "H", "H"], "coordinates": [[-1.992377, 1.724467, -5.033554], [-1.818866, 3.196019, -5.290173], [-2.808362, 3.954564, -4.595559], [-2.860164, 5.257226, -4.720998], [-2.123365, 5.927476, -5.388704], [-3.915343, 5.723762, -4.073124], [-4.061376, 7.110045, -3.961334], [-1.508515, 1.161583, -5.835097], [-3.046786, 1.448985, -5.027066], [-1.494532, 1.359233, -4.133284], [-1.869436, 3.416698, -6.359238], [-0.838680, 3.566520, -4.974555], [-4.508884, 7.579570, -4.846757], [-3.112452, 7.635560, -3.846653], [-4.768335, 7.353432, -3.171501], [1.694951, 3.551722, 1.446479], [0.921254, 4.856866, 1.469266], [-0.431801, 4.624150, 1.121892], [-0.806392, 4.612139, -0.168810], [-0.174627, 5.135418, -1.038631], [-1.847730, 3.815687, -0.239634], [-2.494193, 3.725931, -1.505161], [2.767951, 3.751161, 1.384356], [1.448895, 2.985220, 0.547888], [1.522709, 2.933328, 2.327509], [1.422079, 5.564547, 0.804854], [0.937883, 5.309275, 2.459811], [-1.773216, 3.524474, -2.295870], [-2.877692, 4.732326, -1.701089], [-3.312756, 3.017256, -1.520120], [8.587336, -3.577701, 1.457528], [7.089843, -3.406879, 1.617662], [6.791165, -2.045805, 1.347469], [5.573891, -1.756931, 0.888911], [4.715426, -2.578329, 0.715393], [5.515305, -0.471952, 0.616127], [4.251839, 0.054244, 0.263432], [8.913898, -3.084270, 0.540599], [8.952986, -4.598733, 1.362567], [9.084094, -3.091290, 2.297488], [6.710846, -3.634814, 2.617998], [6.521111, -4.083994, 0.976027], [3.792029, 0.492924, 1.155651], [3.492844, -0.694754, 0.040814], [4.311582, 0.782908, -0.535883], [-6.513216, -4.845924, -0.050230], [-6.062103, -4.289456, -1.398541], [-5.013160, -3.329110, -1.193498], [-5.348332, -2.073178, -0.902927], [-6.490382, -1.717526, -0.765406], [-4.297345, -1.294827, -0.781708], [-2.977118, -1.719950, -1.172122], [-6.819105, -4.051691, 0.626695], [-5.704521, -5.446263, 0.361500], [-7.397082, -5.464768, -0.216863], [-6.888353, -3.888802, -1.980981], [-5.555531, -5.058375, -1.979712], [-2.970068, -1.693458, -2.261158], [-2.695338, -2.692574, -0.781587], [-2.343545, -0.914786, -0.812739], [0.997784, -1.316156, 1.661989], [0.277967, -0.563208, 0.561887], [1.199583, 0.191129, -0.201505], [0.748726, 1.024456, -1.109435], [-0.407356, 1.207598, -1.411511], [1.785804, 1.665086, -1.623956], [1.504787, 2.709859, -2.547596], [1.890810, -1.835602, 1.305948], [0.394092, -2.053703, 2.183070], [1.363340, -0.595167, 2.396776], [-0.520313, 0.049068, 0.987440], [-0.261209, -1.244217, -0.104203], [2.024377, 3.616001, -2.248021], [0.458237, 2.878022, -2.778192], [1.969133, 2.432066, -3.497420], [4.930719, 4.436865, -4.753555], [4.238812, 3.517127, -5.769691], [3.482433, 4.311283, -6.688177], [2.310724, 4.788009, -6.275058], [1.779787, 4.516477, -5.229085], [1.848522, 5.551616, -7.259813], [0.518192, 6.006758, -7.122038], [5.660134, 5.115387, -5.190199], [5.312917, 3.834043, -3.930445], [4.166913, 5.090709, -4.325230], [3.570571, 2.850280, -5.227234], [4.978535, 2.938027, -6.312730], [0.243009, 6.576202, -8.008347], [0.234071, 6.651547, -6.288703], [-0.162245, 5.156145, -7.047821], [-4.541978, -7.750676, 5.216963], [-4.413345, -6.355258, 5.839787], [-4.039213, -5.380486, 4.869202], [-2.754628, -5.245581, 4.540141], [-1.852786, -5.932835, 4.921896], [-2.698719, -4.241302, 3.681333], [-1.505594, -3.937349, 3.011484], [-3.581026, -8.269230, 5.241490], [-4.952986, -7.692639, 4.212818], [-5.119166, -8.412407, 5.867577], [-3.628258, -6.383379, 6.595425], [-5.391424, -6.033976, 6.185380], [-0.912073, -3.153094, 3.484600], [-1.776152, -3.587735, 2.013276], [-0.834839, -4.782286, 2.838360], [2.393177, -3.161136, -2.885404], [1.398758, -3.205717, -2.213389], [0.269718, -2.529086, -2.432997], [0.220251, -1.672026, -3.573362], [-0.430698, -2.413297, -4.716673], [1.348512, -4.042833, -0.965998], [1.203302, -1.278905, -3.836995], [-0.362208, -0.783458, -3.318151], [0.036908, -3.381906, -4.889214], [-0.506844, -1.814642, -5.626868], [-1.489141, -2.628215, -4.531748], [0.385839, -4.194925, -0.474362], [2.015381, -3.630348, -0.208550], [1.684371, -5.051975, -1.207090], [3.722188, -0.886360, 3.944645], [3.193859, -0.154312, 4.737653], [2.508367, -0.554675, 5.810409], [2.519090, -1.949022, 6.123617], [1.710024, -2.751159, 5.104025], [3.175276, 1.347325, 4.546979], [2.103011, -2.068488, 7.119522], [3.558797, -2.277989, 6.168862], [1.939883, -2.594701, 4.052214], [0.695775, -2.357591, 5.223161], [1.585801, -3.823061, 5.255209], [2.149410, 1.706127, 4.619558], [3.560962, 1.549406, 3.554046], [3.799816, 1.760246, 5.338625], [-0.771102, 1.084358, 3.383280], [-1.583805, 1.719452, 3.992152], [-2.490658, 1.176253, 4.836503], [-2.652133, -0.244740, 4.746043], [-1.484865, -1.007976, 5.348630], [-1.789396, 3.198439, 3.809901], [-2.744536, -0.462520, 3.676823], [-3.585778, -0.579875, 5.198441], [-1.416370, -0.656201, 6.379941], [-0.630197, -0.638791, 4.785407], [-1.699167, -2.072336, 5.286436], [-2.860797, 3.370427, 3.905684], [-1.459943, 3.462411, 2.808955], [-1.256405, 3.767810, 4.569542]], "forces_ev_per_a": [[0.1411, -0.4863, -0.0278], [1.0067, 0.7301, -0.4165], [-0.9006, -1.0977, 0.7851], [0.1073, 0.4788, -0.9890], [0.6293, 0.3726, -0.2302], [-0.5426, -0.8295, 0.8354], [-0.2038, 1.7545, -0.6870], [-0.0988, 0.1395, -0.1718], [0.0191, -0.0132, 0.0746], [-0.2979, 0.3204, 0.2889], [-0.2970, 0.0369, 0.0270], [0.0353, -0.1306, 0.0366], [0.0836, -0.5238, -0.2415], [0.0483, -0.2850, 0.3663], [0.2968, -0.4340, 0.3439], [0.3240, -0.0787, -0.0176], [0.9465, 0.1219, -0.2046], [-0.7066, 0.1552, 0.6415], [1.4538, -0.7649, 0.9302], [-0.3223, 0.3550, -0.8938], [-0.8342, -0.5101, 0.1339], [0.2794, 1.4635, -0.8268], [-0.0216, 0.0611, 0.1018], [-0.0653, -0.0229, 0.0602], [-0.2063, -0.0472, -0.0911], [-0.4490, 0.0432, -0.2182], [-0.2773, -0.0752, 0.0379], [-0.0167, -0.3111, 0.1740], [-0.2809, -0.2185, -0.2465], [0.2029, -0.2145, 0.4939], [0.1927, 0.4596, 0.0476], [-0.3474, -1.0547, 0.0756], [0.2596, 0.7549, -0.1698], [0.2434, -0.9744, -0.0375], [-0.6414, -0.1106, 0.0240], [0.3574, 0.5702, -0.1597], [-1.6199, -0.0305, 0.8113], [-0.1036, 0.1384, 0.0365], [-0.4038, -0.1731, 0.3098], [0.2053, -0.0613, -0.0891], [0.3429, 0.0460, 0.1237], [0.0837, 0.3288, -0.3201], [0.4033, 0.4548, -0.0123], [0.6046, -0.3231, -0.5626], [0.3520, -0.0403, -0.0343], [-0.2228, 0.0056, -0.6978], [0.1540, -0.2584, 0.5858], [0.5962, -0.2845, -0.4591], [-1.0366, -0.7201, -0.1368], [0.3067, 0.4293, 0.1020], [0.2316, 0.5913, 0.4981], [-0.4807, 0.6184, -0.3852], [0.1832, 0.0756, 0.0186], [-0.1171, 0.0181, 0.2691], [0.1154, -0.1899, 0.0848], [0.0938, 0.3329, 0.0749], [-0.1849, -0.0836, -0.0472], [0.3109, -0.3371, -0.0381], [-0.0790, 0.0014, 0.0385], [0.1711, -0.1469, 0.0563], [0.9521, 0.5728, -0.0242], [-1.5662, -1.1062, 0.2147], [0.8401, -0.1653, 0.5057], [-0.7366, 0.4246, -0.1513], [-0.0847, -0.3050, 0.0660], [0.1088, 0.1359, 0.1307], [0.7762, 0.1821, -1.4997], [-0.0768, -0.0226, -0.1972], [-0.3733, 0.1572, -0.1675], [-0.1000, -0.0718, 0.1116], [0.3357, 0.4418, 0.0196], [0.3276, -0.1308, -0.1418], [-0.3138, 0.0563, 0.3847], [-0.0933, -0.0277, 0.5975], [-0.0157, -0.1225, 0.0466], [-0.9133, 0.0186, 0.0161], [0.2284, 0.7411, 1.1325], [0.5195, -0.1925, -0.5200], [0.2915, -0.4949, -0.1962], [-0.3192, 0.1993, -0.0123], [0.1272, 0.4433, 0.3454], [-1.7398, 0.0147, -0.1908], [0.3154, -0.3759, -0.0913], [0.3911, 0.1178, -0.0947], [-0.0424, -0.1164, 0.1079], [-0.0518, -0.1090, -0.1372], [-0.2261, 0.0538, -0.4333], [0.4131, -0.2073, -0.2099], [0.9027, -0.1543, 0.3712], [0.0899, -0.0117, -0.0513], [0.6076, -0.1969, 0.7661], [0.3403, -0.9845, -0.4141], [-0.2526, 0.5552, -0.2797], [-0.5543, -0.5470, 0.0939], [0.5213, -0.0941, 0.1784], [-0.3641, 0.5515, -0.1554], [1.1521, 0.0280, -1.0409], [0.1728, 0.3404, -0.6029], [-0.0822, -0.1681, 0.0193], [-0.5435, 0.3194, -0.1614], [-0.3827, 0.1503, 0.3523], [0.2017, 0.2238, 0.3160], [-0.3126, -0.0517, 0.3345], [-0.2147, 0.1367, 0.1446], [-0.2822, -0.2574, 0.4259], [-0.2122, 0.2975, -0.4554], [0.5350, -0.4700, 0.7207], [-0.3165, 0.4489, 0.2167], [-0.1684, 0.5635, -0.6762], [-0.8501, -0.1315, -0.2826], [-0.3141, -0.6856, 0.5576], [0.1751, -0.4635, 0.0881], [-0.1707, -0.2463, 0.3680], [0.2605, 0.1867, -0.2493], [0.6242, -0.0289, -0.0542], [0.1048, -0.0370, 0.5058], [-0.2301, 0.4850, -0.3755], [0.2382, 0.0356, -0.2101], [0.3243, 0.1497, -0.0813], [0.3733, -0.5242, 0.1369], [-0.3126, 0.5298, -0.8972], [-0.2137, 0.3031, 0.5293], [0.7488, -1.1518, -0.7833], [-1.4095, 0.5171, 0.0577], [-0.1981, -0.7030, 0.3308], [-0.1538, 0.2764, -0.0027], [0.0417, 0.0001, -0.0832], [0.5900, 0.1184, 0.2016], [-0.0751, -0.1227, -0.1420], [0.5490, -0.0120, 0.4423], [0.0456, 0.1324, 0.1922], [0.1949, 0.1485, 0.0742], [-0.0884, 0.3815, -0.1330], [0.5450, -0.5558, -0.3445], [-0.6688, 0.5140, 0.0835], [-0.1544, 0.1318, 0.1744], [0.1004, -0.8577, -0.7961], [-0.6315, 1.3319, -0.0836], [-0.4171, -0.3955, 0.1529], [0.0721, -0.1641, 0.0457], [-0.0941, 0.7414, 0.2055], [0.2641, -0.4096, 0.1259], [0.3419, -0.7307, 0.2270], [0.3346, -0.0351, 0.0659], [0.0794, 0.3126, 0.0702], [0.1201, 0.1067, 0.1057], [0.0195, 0.0355, -0.0123]], "mulliken_charge": [-1.10, -0.15, -0.29, 0.79, -0.54, -0.34, -0.75, 0.42, 0.33, 0.04, 0.54, 0.18, 0.33, 0.32, 0.26, 0.32, -0.73, -0.35, 0.77, -0.63, -0.24, -0.46, 0.48, -0.51, -0.14, 0.37, 0.33, -0.13, 0.37, 0.42, -1.15, -0.19, -0.38, 0.78, -0.58, -0.40, 0.11, 0.31, 0.38, 0.27, 0.25, 0.30, 0.04, -0.05, 0.30, -1.06, -0.34, -0.38, 0.58, -0.62, -0.30, -0.26, 0.32, 0.27, 0.38, 0.37, 0.29, 0.33, 0.33, 0.06, -0.16, 0.10, 0.55, 0.44, -0.46, -0.06, -0.19, 0.03, -0.64, 0.11, 0.43, -0.30, 0.36, -0.21, -0.04, -1.05, 0.05, -0.39, 0.73, -0.49, -0.37, -0.46, 0.32, 0.34, 0.27, 0.06, 0.31, 0.31, 0.29, 0.10, -1.14, -0.19, -0.39, 0.77, -0.57, -0.28, -0.01, 0.29, 0.29, 0.39, 0.30, 0.32, -0.24, 0.05, 0.37, -0.61, 0.86, -0.06, 0.26, -1.41, -0.92, 0.47, -0.22, 0.37, 0.39, 0.28, 0.14, 0.05, 0.48, -0.48, 0.84, -0.38, -0.52, -0.15, -0.94, 0.35, 0.33, -0.03, -0.18, 0.48, 0.14, 0.15, 0.47, -0.18, 0.52, -0.39, -0.44, -0.53, -0.82, 0.19, 0.40, 0.27, 0.06, 0.27, 0.38, -0.04, 0.30]}

2.
{"formula": "H3IO3Si", "method": "ωB97M-V with the def2-TZVPD basis set", "largest_force_ev_per_a": 3.941, "spin_multiplicity": 1, "charge": 0, "gap_ev": 9.7, "e_above_lowest_ev": 0.931, "smiles": "O[Si](O)(O)I", "elements": ["O", "O", "O", "Si", "I", "H", "H", "H"], "coordinates": [[-0.822060, 0.518129, 1.108700], [0.775493, 1.220901, -0.551473], [-0.105154, -1.647254, -0.672652], [-0.373419, 0.093470, -0.345958], [-2.284402, 0.561936, -1.912060], [-0.369015, 1.006090, 1.720489], [1.114531, 1.354670, -1.385091], [0.836312, -1.763416, -0.746449]], "forces_ev_per_a": [[-2.7023, -2.5575, -0.7733], [-0.2742, -0.9135, 1.9467], [-0.6420, 3.7988, 0.8317], [-1.0605, -2.0987, -1.6891], [0.7279, -0.2172, 0.5750], [1.8393, 1.8415, 2.0792], [1.3231, 0.6027, -2.9420], [0.7887, -0.4561, -0.0283]], "mulliken_charge": [-0.42, -0.40, -0.50, 0.53, -0.13, 0.32, 0.29, 0.31]}